1.
14
Properties=species:S:1:pos:R:3 method="wB97M-V/def2-TZVPD" homo_ha=-0.3652 orbital_gap_ha=0.39736 e_above_lowest_kj_mol=71.2 fmax_ev_per_a=0.4
C 2.093 -0.073 -0.372
C 0.712 0.371 0.051
O 0.514 1.490 0.486
C -0.416 -0.633 -0.105
C -1.737 -0.114 0.459
O -2.164 1.060 -0.189
H 2.443 -0.881 0.282
H 2.071 -0.471 -1.392
H 2.782 0.772 -0.312
H -0.521 -0.851 -1.178
H -0.124 -1.578 0.375
H -1.628 0.043 1.543
H -2.523 -0.862 0.311
H -1.501 1.728 0.041

---

2.
14
Properties=species:S:1:pos:R:3 method="wB97M-V/def2-TZVPD" homo_ha="-0.2987 / -0.2992" orbital_gap_ha="0.23784 / 0.23876" e_above_lowest_kj_mol=920.0 fmax_ev_per_a=1.2
C 1.775 -0.280 0.783
C 0.773 0.638 0.393
O 1.218 1.497 -0.608
C -0.684 -0.065 -0.679
C -1.882 -0.777 -0.153
O -1.375 0.882 -1.195
H 2.517 -0.578 0.031
H 2.186 -0.273 1.800
H -0.142 -1.725 1.025
H 0.248 1.085 1.244
H 0.413 1.928 -0.940
H -0.038 -0.704 -1.301
H -2.589 -0.342 0.558
H -2.436 -1.279 -0.972

---

3.
14
Properties=species:S:1:pos:R:3 method="wB97M-V/def2-TZVPD" homo_ha=-0.3607 orbital_gap_ha=0.39859 e_above_lowest_kj_mol=239.2 fmax_ev_per_a=0.4
C 1.946 -0.098 0.449
O 0.770 0.647 0.650
C -0.196 0.435 -0.342
C -0.813 -0.974 -0.397
O -2.050 -0.502 0.148
C -1.585 0.854 0.141
H 1.769 -1.175 0.574
H 2.378 0.065 -0.550
H 2.665 0.226 1.204
H 0.136 0.851 -1.305
H -0.332 -1.720 0.248
H -0.941 -1.390 -1.405
H -1.582 1.306 1.138
H -2.165 1.475 -0.552

---

4.
14
Properties=species:S:1:pos:R:3 method="wB97M-V/def2-TZVPD" homo_ha=-0.3678 orbital_gap_ha=0.39587 e_above_lowest_kj_mol=190.9 fmax_ev_per_a=0.9
O -1.895 0.329 -1.232
C -0.787 -0.540 -1.134
C -0.268 -0.692 0.285
C 1.208 -0.578 0.613
C 0.258 0.521 0.970
O 0.258 1.673 0.168
H -1.579 1.189 -0.920
H 0.043 -0.194 -1.763
H -1.124 -1.503 -1.529
H -0.658 -1.497 0.896
H 1.886 -0.426 -0.217
H 1.601 -1.177 1.435
H 0.024 0.699 2.019
H 1.033 2.197 0.409